[1]
Formula: C5H8N2O2S
Source: OMol25
Level of theory: the ωB97M-V functional and the def2-TZVPD basis

Computed properties:
* LUMO: -0.3 eV
* DFT total energy: -853.25388 Eh
* molar mass: 160.198 g/mol
* gap between HOMO and LUMO: 8.3580 eV
* highest occupied orbital energy: -8.6525 eV
* ΔE to the lowest compared entry with this formula, charge and spin: 181.66 kcal/mol

Structure (ORCA input):
```
! wB97M-V def2-TZVPD RIJCOSX def2/J DEFGRID3
* xyz 0 1
C -1.502 -0.769 0.239
C 0.274 -1.651 -0.340
C -1.696 0.273 -0.450
C 2.397 -0.678 -0.564
C 0.799 0.207 0.921
N -0.859 -1.833 0.149
N 1.137 -0.671 -0.025
O -2.641 2.782 -0.437
O -4.262 1.086 0.401
S -3.299 1.242 -0.671
H 0.905 -2.622 -0.554
H 2.516 -1.153 -1.577
H 2.802 0.382 -0.740
H 3.298 -1.133 0.022
H 0.161 -0.228 1.686
H 1.719 0.666 1.308
H 0.045 1.035 0.629
H -1.795 3.067 0.005
*
```

[2]
Formula: C4H6OS
Source: OMol25
Level of theory: the ωB97M-V functional and the def2-TZVPD basis

Computed properties:
* LUMO: -0.8 eV
* DFT total energy: -629.25502 Eh
* molar mass: 102.158 g/mol
* gap between HOMO and LUMO: 7.8088 eV
* highest occupied orbital energy: -8.6564 eV
* ΔE to the lowest compared entry with this formula, charge and spin: 120.57 kcal/mol

Structure (ORCA input):
```
! wB97M-V def2-TZVPD RIJCOSX def2/J DEFGRID3
* xyz 0 1
C -0.449 0.776 1.259
C -0.189 0.335 -0.302
C 0.482 -0.929 -0.288
C 0.581 -1.615 -1.669
H -0.803 2.858 1.140
H 0.792 1.047 1.806
H -0.619 -0.198 1.779
H -0.230 1.199 -0.955
H 0.536 -1.644 0.661
H 0.662 -2.703 -1.621
O -1.399 1.793 1.352
S 0.636 -0.919 -3.162
*
```

Strongest force on any atom: 7.6; 6.7 (eV/Å)